1.
Formula: C16H36O10S4
Source: OMol25
Level of theory: ωB97M-V/def2-TZVPD

Last column: natural (NBO) charge in e.
Element x y z (Å)
C 1.45 2.18 3.69  -0.620
C 0.54 1.26 2.88  0.016
C 1.09 -0.08 2.43  -0.215
O -0.04 -0.92 2.64  -0.525
C -0.94 -0.34 3.42  0.990
O -2.06 -0.81 3.72  -0.640
O -0.62 0.91 3.64  -0.472
H 1.59 1.86 4.72  0.221
H 1.12 3.22 3.58  0.218
H 2.40 2.16 3.17  0.210
H 0.23 1.89 2.04  0.266
H 1.97 -0.40 3.00  0.211
H 1.31 0.12 1.38  0.263
C 2.64 1.12 0.28  -0.602
C 2.55 0.43 -1.06  0.047
C 3.48 1.12 -2.14  -0.091
O 4.45 0.14 -2.43  -0.467
C 4.08 -1.00 -1.90  0.967
O 4.67 -2.06 -2.12  -0.566
O 3.24 -0.78 -0.91  -0.511
H 2.02 2.01 0.38  0.278
H 3.64 1.45 0.55  0.210
H 2.38 0.38 1.04  0.174
H 1.50 0.40 -1.34  0.195
H 3.92 2.09 -1.88  0.203
H 2.79 1.33 -2.95  0.178
C -2.03 -2.97 2.36  -0.766
S -2.22 -1.73 0.99  1.234
O -0.91 -1.91 0.22  -1.036
C -3.58 -2.62 0.03  -0.810
H -1.78 -3.96 1.98  0.220
H -2.92 -3.00 3.00  0.248
H -1.24 -2.76 3.08  0.265
H -4.60 -2.71 0.39  0.253
H -3.22 -3.62 -0.24  0.232
H -3.73 -2.12 -0.93  0.233
C -0.11 -2.11 -2.27  -0.857
S 0.80 -2.49 -3.78  1.216
O 1.36 -3.87 -3.53  -0.962
C -0.68 -2.65 -4.93  -0.824
H -0.74 -2.92 -1.91  0.245
H -0.66 -1.17 -2.30  0.227
H 0.67 -1.94 -1.53  0.244
H -0.48 -3.29 -5.80  0.244
H -1.16 -1.74 -5.28  0.226
H -1.50 -3.08 -4.36  0.217
C 1.04 -1.07 0.16  -0.794
S -0.28 0.18 0.51  1.211
O 0.48 1.51 0.65  -1.077
C -1.14 0.21 -1.15  -0.792
H 1.84 -0.89 0.88  0.227
H 1.42 -0.81 -0.83  0.236
H 0.68 -2.09 0.03  0.315
H -1.83 1.06 -1.17  0.252
H -1.73 -0.70 -1.16  0.257
H -0.40 0.31 -1.94  0.217
C -2.60 4.68 1.22  -0.804
S -2.87 3.09 0.36  1.184
O -3.63 3.39 -0.93  -1.002
C -1.18 2.90 -0.34  -0.815
H -3.62 5.06 1.24  0.241
H -1.91 5.36 0.70  0.233
H -2.31 4.43 2.24  0.226
H -0.56 2.58 0.50  0.270
H -0.85 3.73 -0.95  0.225
H -1.23 2.08 -1.06  0.201

Calculated values
frontier orbital gap	0.32694	Eh

2.
Formula: C16H36O16Zr
Source: OMol25
Level of theory: ωB97M-V/def2-TZVPD

Last column: Mulliken charge in e.
Element x y z (Å)
Zr 0.12 -0.06 -0.01  2.437
C 2.07 2.24 -1.94  -0.953
O 1.34 1.28 -1.28  -0.624
H 1.46 2.77 -2.66  0.285
H 2.29 3.08 -1.28  0.232
H 3.06 1.91 -2.25  0.163
C -2.83 1.94 -0.52  -1.055
O -1.75 1.04 -0.31  -0.737
H -3.39 2.22 0.38  0.154
H -2.46 2.82 -1.03  0.361
H -3.62 1.57 -1.18  0.254
C 2.64 -1.67 1.92  -0.870
O 1.76 -0.74 1.27  -0.711
H 3.04 -2.25 1.08  0.218
H 3.41 -1.23 2.55  0.247
H 2.13 -2.37 2.57  0.222
C -1.80 -2.98 0.44  -1.216
O -0.86 -2.05 0.04  -0.276
H -1.70 -3.16 1.51  0.288
H -2.82 -2.60 0.39  0.280
H -1.78 -3.92 -0.11  0.261
C 0.98 -4.25 -1.76  -0.458
O 2.17 -3.67 -2.11  -0.393
C 2.34 -2.43 -1.86  0.481
O 1.51 -1.61 -1.42  0.324
O 3.68 -2.20 -2.07  -0.424
C 4.24 -0.92 -1.93  -0.342
H 0.67 -4.03 -0.74  0.136
H 1.13 -5.32 -1.85  0.303
H 0.13 -3.91 -2.35  0.204
H 3.69 -0.15 -2.47  0.000
H 5.20 -0.84 -2.44  0.294
H 4.37 -0.75 -0.86  0.263
C -0.54 4.47 1.63  -0.489
O 0.21 3.82 2.63  -0.380
C 0.62 2.57 2.46  0.404
O 0.38 1.85 1.49  -0.042
O 1.43 2.25 3.52  -0.235
C 1.91 3.24 4.42  -0.752
H 0.00 4.70 0.72  0.294
H -0.91 5.42 2.00  0.292
H -1.46 3.91 1.45  0.093
H 2.52 2.80 5.21  0.247
H 1.21 3.85 5.00  0.298
H 2.56 3.88 3.83  0.321
C -0.65 1.44 -4.26  -0.473
O -0.99 0.07 -4.48  -0.364
C -1.27 -0.78 -3.49  0.398
O -1.02 -0.61 -2.30  0.198
O -1.82 -1.92 -4.04  -0.299
C -2.22 -2.05 -5.33  -0.752
H -0.68 1.72 -3.21  -0.028
H -1.36 2.05 -4.82  0.320
H 0.32 1.59 -4.73  0.287
H -1.47 -1.64 -6.01  0.316
H -3.08 -1.50 -5.71  0.289
H -2.52 -3.07 -5.56  0.277
C -3.81 0.36 2.52  -0.572
O -3.00 -0.17 3.53  -0.415
C -1.70 -0.46 3.34  0.630
O -1.01 -0.24 2.34  0.280
O -1.26 -1.03 4.51  -0.448
C 0.09 -1.44 4.69  -0.545
H -3.76 -0.11 1.54  0.247
H -3.66 1.43 2.38  0.157
H -4.86 0.50 2.79  0.361
H 0.39 -2.30 4.10  0.247
H 0.15 -1.69 5.75  0.280
H 0.83 -0.68 4.42  0.208

Calculated values
frontier orbital gap	0.30369	Eh

3.
Formula: C16H37Br16NOP2
Source: OMol25
Level of theory: ωB97M-V/def2-TZVPD

Last column: Mulliken charge in e.
Element x y z (Å)
N 1.66 0.57 2.46  -0.491
P 0.97 -0.85 1.84  0.366
O 1.64 -2.06 2.74  -0.436
P 2.27 -1.17 0.08  -0.043
H 2.46 0.96 1.96  0.119
H 0.94 1.27 2.55  0.301
H 1.01 -2.22 3.45  0.132
H 1.35 -0.86 -0.94  -0.004
H 2.26 -2.57 0.02  0.046
Br 2.25 2.17 -1.11  -0.081
C 4.07 2.84 -1.22  -0.113
C 4.91 2.31 -0.08  -0.573
Br 4.46 3.16 1.61  -0.171
H 4.00 3.92 -1.24  0.425
H 4.48 2.47 -2.16  -0.048
H 5.96 2.52 -0.26  0.430
H 4.77 1.25 0.07  0.214
Br -1.28 0.98 -0.79  -0.121
C -2.20 -0.58 -0.08  -0.592
C -3.13 -1.20 -1.09  -0.448
Br -4.76 -0.16 -1.33  -0.101
H -2.73 -0.25 0.81  0.370
H -1.42 -1.27 0.20  0.232
H -3.45 -2.18 -0.74  0.222
H -2.67 -1.30 -2.07  0.436
Br 0.74 6.28 6.37  -0.143
C 1.79 4.90 5.50  -0.604
C 1.98 5.17 4.04  -0.175
Br 0.37 4.80 3.01  -0.122
H 1.28 3.96 5.69  0.371
H 2.76 4.90 6.01  0.364
H 2.74 4.51 3.63  -0.143
H 2.25 6.20 3.84  0.410
Br -1.81 -4.83 7.86  -0.132
C -0.12 -4.22 7.13  -0.598
C -0.26 -2.92 6.39  -0.581
Br -1.12 -3.15 4.66  -0.153
H 0.25 -5.02 6.49  0.362
H 0.55 -4.10 7.98  0.355
H 0.72 -2.49 6.19  0.337
H -0.86 -2.20 6.94  0.416
Br 7.27 0.12 -2.24  -0.138
C 6.73 -1.62 -1.57  -0.589
C 5.88 -2.37 -2.57  -0.571
Br 4.10 -1.60 -2.64  -0.089
H 6.20 -1.44 -0.64  0.321
H 7.65 -2.17 -1.37  0.367
H 5.76 -3.40 -2.25  0.356
H 6.28 -2.34 -3.57  0.369
Br 2.33 3.70 -6.42  -0.155
C 2.37 1.76 -6.40  -0.635
C 2.96 1.22 -5.12  -0.391
Br 4.89 1.42 -5.07  -0.132
H 2.93 1.45 -7.27  0.387
H 1.33 1.44 -6.50  0.398
H 2.77 0.15 -5.03  0.272
H 2.56 1.73 -4.25  0.232
Br -5.64 -3.19 1.57  -0.111
C -6.29 -3.38 -0.26  -0.555
C -7.32 -4.47 -0.38  -0.617
Br -6.52 -6.24 -0.32  -0.151
H -5.42 -3.56 -0.89  0.339
H -6.72 -2.42 -0.51  0.312
H -7.82 -4.41 -1.35  0.374
H -8.05 -4.43 0.41  0.404
Br -6.94 -0.33 -4.55  -0.133
C -7.41 1.55 -4.66  -0.546
C -6.87 2.33 -3.48  -0.579
Br -7.91 2.01 -1.87  -0.126
H -8.49 1.60 -4.73  0.369
H -6.96 1.91 -5.58  0.345
H -6.96 3.40 -3.68  0.349
H -5.84 2.08 -3.25  0.291

Calculated values
SMILES	NP(O)#[PH2].BrCCBr.BrCCBr.BrCCBr.BrCCBr.BrCCBr.BrCCBr.BrCCBr.BrCCBr
frontier orbital gap	0.30632	Eh

4.
Formula: C16H37CaCuN2O4
Source: OMol25
Level of theory: ωB97M-V/def2-TZVPD

Last column: natural (NBO) charge in e.
Element x y z (Å)
Cu 0.73 6.19 0.15  0.914
Ca -1.98 3.97 -0.94  1.862
C 0.87 3.05 0.80  -0.269
O -0.03 4.06 0.34  -1.139
H 0.34 2.11 0.99  0.188
H 1.71 2.92 0.10  0.174
H 1.37 3.35 1.73  0.190
C -0.83 -1.15 3.82  -0.600
C 0.14 -2.06 3.10  0.099
C -0.62 -3.07 2.25  -0.403
C 0.17 -3.77 1.12  -0.392
C 0.83 -2.66 0.28  -0.384
C 1.74 -1.75 1.09  0.091
N 1.00 -1.23 2.23  -0.209
O 1.76 -0.28 2.97  -0.575
C 2.99 -2.54 1.48  -0.656
C 2.18 -0.61 0.17  -0.590
C 0.95 -2.85 4.14  -0.644
H -1.47 -0.65 3.10  0.178
H -0.33 -0.40 4.44  0.213
H -1.45 -1.66 4.56  0.235
H -1.13 -3.88 2.78  0.236
H -1.40 -2.53 1.70  0.178
H -0.46 -4.33 0.44  0.220
H 0.98 -4.38 1.52  0.211
H 0.02 -2.10 -0.22  0.173
H 1.44 -3.19 -0.46  0.224
H 2.88 -3.35 2.20  0.222
H 3.59 -2.87 0.63  0.220
H 3.72 -1.92 2.01  0.228
H 1.37 -0.22 -0.44  0.167
H 2.60 0.23 0.72  0.219
H 2.98 -0.96 -0.48  0.225
H 0.24 -3.39 4.77  0.218
H 1.64 -2.20 4.69  0.230
H 1.68 -3.58 3.78  0.216
H 1.12 0.43 3.08  0.459
C -3.01 1.41 1.16  -0.263
O -2.18 1.74 0.03  -0.656
C -2.14 0.66 -0.92  -0.088
C -1.51 1.04 -2.29  -0.263
N -0.68 2.24 -2.16  -0.754
C 0.27 2.55 -3.28  -0.237
C -0.37 2.60 -4.64  -0.091
O -0.50 1.27 -5.07  -0.551
C -0.97 1.15 -6.41  -0.259
H -2.90 2.24 1.86  0.201
H -2.71 0.47 1.61  0.220
H -4.05 1.30 0.85  0.194
H -3.17 0.39 -1.19  0.199
H -1.60 -0.18 -0.48  0.216
H -2.28 1.22 -3.04  0.208
H -0.94 0.16 -2.59  0.237
H -0.04 2.12 -1.37  0.392
H 1.03 1.77 -3.31  0.234
H 0.65 3.55 -3.03  0.191
H 0.31 3.13 -5.32  0.200
H -1.36 3.08 -4.75  0.165
H -1.03 0.11 -6.69  0.218
H -0.23 1.61 -7.08  0.184
H -1.95 1.62 -6.53  0.171

Calculated values
total charge	+2
frontier orbital gap	0.13678	Eh

Going through the records in order, we get E_HOMO values of -8.75 -7.69 -8.03 -12.21 eV.